# 1
DFT (ωB97M-V/def2-TZVPD) results for C21H18BrCl3IrNO2 as an isolated structure.

Each line ends with the Mulliken charge.
Cartesian coordinates (Å):
Ir: 0.71134 0.00906 -0.53537  1.008
Br: 0.85829 0.11574 2.12965  -0.220
C: 1.03489 2.02394 2.23088  0.802
C: 1.11193 2.58463 3.46689  -0.701
C: 1.24332 3.98654 3.56688  -0.512
C: 1.28675 4.74988 2.43888  -0.923
C: 1.20308 4.16298 1.15017  0.926
C: 1.24598 4.96141 -0.01941  -0.814
C: 1.16516 4.38360 -1.25231  -0.849
C: 1.03376 2.97864 -1.37052  -0.653
C: 0.99075 2.16046 -0.27188  -0.753
C: 1.07301 2.75548 1.01566  1.111
H: 1.07815 1.97850 4.36149  0.393
H: 1.30946 4.43678 4.54801  0.385
H: 1.38888 5.82620 2.50605  0.360
H: 1.34624 6.03409 0.09276  0.360
H: 1.19894 4.98757 -2.15010  0.388
H: 0.97539 2.56200 -2.37062  0.392
Cl: 2.11215 -2.62581 -1.99918  -0.198
C: 3.63066 -2.38076 -1.13596  0.564
Cl: 4.96917 -2.81419 -2.19211  -0.128
Cl: 3.63668 -3.39326 0.32496  -0.137
C: 3.79495 -0.90716 -0.64401  0.310
O: 4.89741 -0.54071 -0.34451  -0.537
O: 2.71427 -0.19142 -0.54662  -0.453
C: -0.34300 -3.48549 0.37274  -0.505
N: -1.11414 -3.89857 -0.78484  0.180
C: -2.34967 -4.54192 -0.38879  -0.929
C: -1.28496 -2.84894 -1.78569  -1.268
C: -1.96327 -1.59360 -1.28876  1.498
C: -3.35134 -1.54311 -1.31013  -0.568
C: -4.05251 -0.46411 -0.78931  -0.575
C: -3.36363 0.60078 -0.23401  -1.058
C: -1.97810 0.58372 -0.22828  -0.308
C: -1.24156 -0.50624 -0.75652  0.026
H: -0.11104 -4.36375 0.97753  0.440
H: -0.87628 -2.76198 1.01105  0.265
H: 0.59678 -3.03549 0.05332  -0.199
H: -2.11516 -5.43193 0.19725  0.329
H: -2.90540 -4.85594 -1.27371  0.307
H: -3.00272 -3.89942 0.22361  0.331
H: -1.86191 -3.26968 -2.61267  0.625
H: -0.30727 -2.58998 -2.17758  -0.111
H: -3.89810 -2.36691 -1.75410  0.395
H: -5.13455 -0.45615 -0.82233  0.389
H: -3.89563 1.44730 0.18024  0.427
H: -1.45715 1.43721 0.19129  0.187

Lowest unoccupied orbital energy (alpha / beta) (eV): 0.2 / -2.4
Energy relative to the best compared isomer or geometry (same formula, charge and spin) (kcal/mol): 33.8
HOMO level (alpha / beta) (eV): -7.457 / -8.509
2S+1: 5
HOMO-LUMO gap (alpha / beta) (eV): 7.7 / 6.1

# 2
DFT (ωB97M-V/def2-TZVPD) results for a 5-piece molecular cluster, C38H39F9IN4O14P overall in a non-equilibrium geometry.

Each line ends with the Mulliken charge.
Cartesian coordinates (Å):
C: -3.07169 2.48465 8.07046  -1.176
C: -3.59984 1.25195 7.39941  0.877
O: -4.53615 1.29115 6.62475  -0.576
O: -2.99031 0.08530 7.74428  -0.296
C: -2.25508 -0.52176 6.67525  -1.083
C: -0.79228 -0.11558 6.69019  0.214
C: 0.06766 -1.08785 7.50004  -0.747
C: 1.40416 -0.48767 7.90286  -1.078
C: 2.43054 -0.52128 6.75947  -0.801
C: 2.54652 0.81340 5.99263  -0.644
C: 2.34967 0.68108 4.47422  -0.753
C: 3.57285 1.08570 3.68534  -0.740
O: 3.15850 1.36451 2.32269  -0.147
P: 4.23721 1.07371 1.22940  0.312
O: 5.31475 2.05599 1.24944  -0.698
O: 4.82495 -0.38365 1.43826  -0.712
I: 6.44059 -0.65843 0.21792  0.418
O: 3.47947 0.94944 -0.21589  0.624
C: 2.74916 1.99053 -0.70383  0.672
F: 1.68549 2.24981 0.07033  -0.262
F: 3.45162 3.12603 -0.78944  -0.284
C: 2.25195 1.61030 -2.15305  0.678
F: 3.07305 2.18707 -3.05625  -0.281
F: 1.02026 2.12911 -2.33529  -0.329
C: 2.21974 0.09991 -2.46405  0.424
F: 1.65011 0.00195 -3.69488  -0.212
F: 3.46613 -0.39538 -2.55861  -0.188
C: 1.36857 -0.78530 -1.48947  0.670
F: 2.15833 -1.39334 -0.59040  -0.204
F: 0.74608 -1.73784 -2.21725  -0.260
F: 0.44177 -0.04918 -0.86317  -0.243
H: -2.74438 3.18048 7.31358  0.327
H: -2.24040 2.24480 8.71559  0.335
H: -3.85724 2.95360 8.64031  0.343
H: -2.70306 -0.26528 5.72239  0.461
H: -2.36462 -1.59190 6.77807  0.517
H: -0.71948 0.86029 7.15584  0.236
H: -0.41375 -0.07760 5.67627  -0.009
H: -0.48240 -1.37194 8.39171  0.429
H: 0.20728 -1.99463 6.92230  0.329
H: 1.23635 0.52571 8.24289  0.485
H: 1.80913 -1.04484 8.73930  0.362
H: 2.12688 -1.31166 6.08776  0.404
H: 3.40654 -0.80945 7.12926  0.480
H: 3.46771 1.32975 6.22876  0.547
H: 1.74535 1.44430 6.34958  0.304
H: 1.50187 1.26816 4.14845  0.404
H: 2.12420 -0.33753 4.18621  0.317
H: 4.04662 1.96583 4.09339  0.305
H: 4.28622 0.27324 3.73016  0.364
C: 0.00401 2.36656 -5.74272  -0.238
C: -0.14963 1.02701 -6.07341  -0.417
C: -0.61675 0.67248 -7.32796  -0.330
C: -0.91983 1.67104 -8.23426  0.053
C: -0.77853 3.00958 -7.92171  -0.399
C: -0.31330 3.35536 -6.66441  -0.623
N: -1.39778 1.30129 -9.57336  0.959
O: -1.53351 0.11840 -9.81905  -0.621
O: -1.62834 2.19151 -10.35655  -0.603
H: 0.37246 2.64081 -4.76418  0.323
H: 0.09335 0.25976 -5.35788  0.526
H: -0.73825 -0.36718 -7.59060  0.420
H: -1.02488 3.77338 -8.64328  0.467
H: -0.19598 4.39767 -6.40394  0.397
C: -8.99815 0.00447 8.21761  -0.450
C: -7.64339 -0.01097 7.91582  -0.425
C: -6.78474 -0.84234 8.61574  -0.384
C: -7.30320 -1.64965 9.61010  0.013
C: -8.64790 -1.64486 9.92952  -0.406
C: -9.49860 -0.80917 9.22557  -0.412
N: -6.39948 -2.54825 10.34432  1.035
O: -5.22292 -2.51832 10.05946  -0.606
O: -6.88578 -3.26542 11.19123  -0.614
H: -9.66617 0.65168 7.66532  0.381
H: -7.25048 0.62173 7.13201  0.436
H: -5.72990 -0.85775 8.38252  0.592
H: -9.03044 -2.28149 10.71246  0.441
H: -10.55322 -0.79479 9.46188  0.371
C: -2.66129 -2.65777 -10.04721  -0.091
C: -2.47000 -4.01441 -9.81637  -0.512
C: -3.29864 -4.94749 -10.41724  -0.368
C: -4.30971 -4.50240 -11.24713  -0.017
C: -4.51985 -3.15731 -11.48604  -0.314
C: -3.68739 -2.23182 -10.87859  -0.540
N: -5.18075 -5.48894 -11.90223  1.006
O: -4.98750 -6.65997 -11.65880  -0.611
O: -6.04107 -5.07364 -12.64694  -0.607
H: -2.01291 -1.93114 -9.58176  0.457
H: -1.67089 -4.34680 -9.16852  0.374
H: -3.15490 -6.00258 -10.24144  0.452
H: -5.31767 -2.83191 -12.13586  0.444
H: -3.83395 -1.17579 -11.05589  0.390
C: 7.08646 2.58940 -5.29171  -0.739
C: 8.44078 2.36834 -5.50239  -0.371
C: 9.12888 1.46712 -4.70834  -0.567
C: 8.44235 0.79729 -3.71348  0.066
C: 7.09487 1.00739 -3.48478  0.030
C: 6.41584 1.91239 -4.28230  -0.167
N: 9.16745 -0.17296 -2.88194  1.016
O: 10.34535 -0.32754 -3.08683  -0.585
O: 8.53565 -0.77398 -2.03367  -0.656
H: 6.55158 3.29152 -5.91685  0.404
H: 8.96146 2.89746 -6.28763  0.378
H: 10.18192 1.29147 -4.86659  0.462
H: 6.57614 0.47790 -2.69976  0.175
H: 5.36255 2.08790 -4.11712  0.490

Lowest unoccupied orbital energy (eV): -1.5
HOMO level (eV): -9.905
2S+1: 1
HOMO-LUMO gap (eV): 8.4

# 3
DFT (ωB97M-V/def2-TZVPD) results for C24H60In2N4Na3O12P as an isolated structure in a non-equilibrium geometry.

Each line ends with the Mulliken charge.
Cartesian coordinates (Å):
In: 1.95697 2.65195 5.10114  1.318
In: 0.50422 -1.88851 4.61725  0.978
Na: -1.86391 1.52099 3.48931  0.915
Na: 2.79932 0.28315 1.61464  0.918
Na: -1.07911 0.45464 -0.76559  0.326
P: -0.07183 0.32335 1.78344  0.502
O: -1.56903 0.67166 1.52794  -1.106
O: 0.88747 0.57236 0.60819  -0.821
O: 0.19295 -1.16449 2.15076  -0.871
O: 0.55896 1.13518 2.99551  -0.554
C: 1.28543 4.55319 1.83733  -0.781
O: 1.38638 4.69432 3.25508  -0.068
C: 0.71950 5.83703 3.75134  -0.762
C: 1.17750 5.97747 5.17981  -0.583
N: 0.86175 4.80401 5.98793  -0.153
C: 1.17732 4.82946 7.41291  -0.760
C: 2.65203 5.13957 7.64658  -0.604
O: 3.36362 4.17401 6.88571  -0.263
C: 4.77669 4.22562 7.13154  -0.801
H: 0.22420 4.66035 1.57854  0.282
H: 1.73724 3.63250 1.48219  0.118
H: 1.80048 5.34802 1.28302  0.407
H: -0.36956 5.79511 3.60363  0.418
H: 1.04458 6.75627 3.24935  0.409
H: 0.76251 6.90372 5.61439  0.455
H: 2.25384 6.16877 5.17345  0.292
H: -0.09642 4.50674 5.81850  0.329
H: 0.96629 3.85188 7.84991  0.319
H: 0.55308 5.55987 7.95247  0.427
H: 2.86896 4.94101 8.70169  0.484
H: 2.87169 6.18029 7.39343  0.436
H: 4.92081 3.89857 8.17240  0.339
H: 5.21766 5.21560 7.00948  0.320
H: 5.25875 3.48955 6.49514  0.268
C: -2.69702 2.58256 -3.10129  -0.646
O: -1.85313 2.41658 -1.96140  -0.254
C: -2.27346 3.18705 -0.84905  -0.610
C: -3.63769 2.80815 -0.27523  -0.911
N: -3.71712 1.40851 0.14235  0.651
C: -4.98997 0.99111 0.58087  -0.740
C: -4.97808 -0.20775 1.50190  -0.251
O: -6.11601 -0.94816 1.28585  -0.257
C: -6.86654 -1.36420 2.42771  -0.626
H: -2.73979 3.62274 -3.43142  0.359
H: -3.73729 2.28457 -2.91502  0.303
H: -2.34186 1.92887 -3.89042  0.039
H: -2.24378 4.25353 -1.10167  0.527
H: -1.46136 3.08199 -0.11850  0.117
H: -4.40632 3.09542 -0.99527  0.553
H: -3.78682 3.38549 0.65471  0.490
H: -2.94070 1.16161 0.79635  0.303
H: -5.66260 0.79380 -0.28610  0.518
H: -5.56332 1.81931 1.05495  0.379
H: -4.90871 0.13662 2.54483  0.516
H: -4.09115 -0.83686 1.31672  0.002
H: -7.33829 -2.30847 2.17023  0.290
H: -7.64319 -0.62554 2.66752  0.331
H: -6.18924 -1.47571 3.27783  0.345
C: 3.07307 -1.33848 -1.92337  -0.758
O: 2.36408 -1.67508 -3.12252  -0.235
C: 3.14208 -2.11771 -4.20631  -0.741
C: 3.72857 -3.52679 -4.11778  -0.524
N: 2.71558 -4.49364 -3.78717  0.227
C: 3.02899 -5.76938 -3.21165  -0.635
C: 3.76907 -6.69776 -4.20072  -0.438
O: 4.18290 -7.83220 -3.57113  -0.116
C: 5.05723 -8.67719 -4.27321  -0.567
H: 3.96910 -0.76559 -2.18569  0.491
H: 3.41580 -2.22816 -1.37747  0.329
H: 2.42392 -0.69477 -1.29441  0.019
H: 3.95747 -1.41514 -4.41126  0.473
H: 2.54115 -2.06372 -5.11925  0.227
H: 4.54034 -3.48962 -3.35446  0.360
H: 4.23988 -3.84444 -5.03060  0.561
H: 2.08926 -4.00242 -3.13225  0.070
H: 2.06842 -6.17409 -2.87896  0.435
H: 3.61382 -5.65194 -2.27710  0.399
H: 4.56253 -6.15884 -4.73811  0.426
H: 3.01020 -6.98381 -4.96615  0.409
H: 5.50604 -9.43371 -3.63397  0.303
H: 5.92386 -8.19835 -4.76883  0.354
H: 4.47414 -9.16675 -5.08700  0.367
C: 0.22136 -0.27709 -6.10711  -0.707
O: -0.17443 -1.38968 -5.33181  -0.160
C: -1.43781 -1.26721 -4.72905  -0.292
C: -1.49869 -2.05479 -3.43558  -0.474
N: -0.58497 -1.43283 -2.41512  0.423
C: -0.46522 -2.41390 -1.32088  -0.867
C: -1.68219 -2.61882 -0.43617  0.542
O: -2.71312 -3.30663 -1.09481  -0.390
C: -4.01498 -2.82358 -0.84391  -0.644
H: 0.12805 0.67001 -5.56287  0.335
H: -0.33712 -0.22227 -7.05281  0.376
H: 1.27489 -0.38012 -6.36265  0.263
H: -2.16627 -1.72982 -5.42673  0.488
H: -1.78039 -0.23705 -4.59250  -0.132
H: -1.18876 -3.08204 -3.66618  0.364
H: -2.48074 -2.11037 -2.98409  0.322
H: 0.31265 -1.43989 -2.90372  0.088
H: 0.22504 -1.99775 -0.56528  0.261
H: -0.04143 -3.39448 -1.57661  0.396
H: -2.03824 -1.65001 -0.04267  -0.537
H: -1.40285 -3.20907 0.44155  0.414
H: -4.18315 -2.69952 0.22691  0.337
H: -4.70819 -3.55406 -1.25558  0.395
H: -4.20783 -1.87386 -1.37780  0.204

Lowest unoccupied orbital energy (eV): -19.4
Charge: +6
Energy relative to the best compared isomer or geometry (same formula, charge and spin) (kcal/mol): 0.0
HOMO level (eV): -21.028
2S+1: 1
HOMO-LUMO gap (eV): 1.6

# 4
DFT (ωB97M-V/def2-TZVPD) results for C21H26ClNOP2Zr as an isolated structure in a non-equilibrium geometry.

Each line ends with the Mulliken charge.
Cartesian coordinates (Å):
C: 3.93174 -0.80999 -0.12696  -0.751
C: 2.65198 -0.43934 0.28155  -0.077
C: 1.79474 0.17872 -0.68628  0.873
C: 2.24291 0.37868 -2.02072  0.697
C: 3.50540 -0.06128 -2.38965  -1.040
C: 4.33946 -0.63549 -1.44657  -0.861
C: 1.49511 1.20546 -3.04418  -1.133
C: 0.40563 1.99075 -2.32642  0.580
C: 0.02901 1.76242 -0.97253  0.497
C: -0.96768 2.58493 -0.32919  -0.176
C: -1.55426 3.60270 -1.07344  -0.784
C: -1.17228 3.82953 -2.39611  -0.945
C: -0.20247 3.03719 -3.00886  -0.841
H: 4.58633 -1.28133 0.60306  0.425
H: 3.85291 0.21143 -3.38250  0.509
H: 5.34594 -0.92643 -1.73213  0.435
H: 2.22120 1.99123 -3.44256  0.676
H: -2.31305 4.21331 -0.59120  0.456
H: -1.61712 4.67337 -2.91982  0.418
H: 0.19160 3.29838 -3.98824  0.515
N: 0.50394 0.61221 -0.30400  -0.089
Zr: -0.94920 -0.98002 0.13402  -0.485
C: 2.13097 -0.78194 1.68524  -0.868
H: 1.75302 0.08876 2.25310  0.415
H: 2.93806 -1.25063 2.26097  0.555
C: -1.45318 2.28530 1.09864  -1.004
H: -0.64398 2.21310 1.84775  0.433
H: -2.15611 3.05205 1.43950  0.576
P: 0.81065 -2.04231 1.55382  1.206
P: -2.44023 0.73217 1.18036  1.067
C: -3.93099 1.10886 0.25267  -1.312
H: -4.58937 0.23259 0.27161  0.441
H: -4.43279 1.96114 0.72426  0.435
H: -3.69477 1.34886 -0.79106  0.389
C: -2.91876 0.48231 2.88626  -1.105
H: -3.48846 1.35476 3.22476  0.426
H: -3.54547 -0.41452 2.95532  0.380
H: -2.02941 0.34297 3.51406  0.388
C: 1.69994 -3.49630 0.94653  -1.316
H: 2.36458 -3.86835 1.73776  0.442
H: 0.97483 -4.27441 0.68223  0.406
H: 2.28515 -3.26091 0.05068  0.364
C: 0.33714 -2.47709 3.22818  -1.126
H: -0.53236 -3.14335 3.19149  0.378
H: 1.16595 -2.99377 3.72377  0.440
H: 0.06576 -1.57854 3.79257  0.381
C: -0.52769 -1.30986 -2.17671  0.266
O: -1.48044 -0.59028 -2.10732  -0.112
H: 1.25854 0.70268 -4.00079  0.446
Cl: -2.88485 -3.03290 1.21151  -0.062
C: -1.81129 -3.01107 -0.19211  -0.755
H: -1.11782 -3.86188 -0.18546  0.388
H: -2.42845 -2.95386 -1.09684  0.540

Lowest unoccupied orbital energy (alpha / beta) (eV): -8.7 / -8.7
Charge: +2
Energy relative to the best compared isomer or geometry (same formula, charge and spin) (kcal/mol): 0.0
HOMO level (alpha / beta) (eV): -13.518 / -13.516
2S+1: 1
HOMO-LUMO gap (alpha / beta) (eV): 4.8 / 4.8

Going through the records in order, we get M values of 694.860; 1104.604; 926.340; 497.070 g mol⁻¹.